Formula: C4H7NO2
Source: OMol25
Level of theory: wB97M-V/def2-TZVPD

Bonds (Å) are listed after each position.
CARTESIAN COORDINATES (ANGSTROEM)
1 C -1.69 0.97 -1.17  N5 1.146
2 C 1.02 -0.38 -1.12  C3 1.500, H8 1.081, H9 1.046, H10 1.165
3 C 1.08 0.02 0.32  C2 1.500, C4 1.509, H11 1.162, H12 1.087
4 C -0.24 -0.07 1.04  C3 1.509, O6 1.385, O7 1.378
5 N -2.31 1.48 -1.99  C1 1.146
6 O -0.90 -1.29 1.17  C4 1.385, H13 1.007
7 O -0.59 0.77 2.08  C4 1.378, H14 0.945
8 H 0.28 0.30 -1.54  C2 1.081
9 H 0.77 -1.35 -1.42  C2 1.046
10 H 2.00 0.08 -1.55  C2 1.165
11 H 1.88 -0.54 0.97  C3 1.162
12 H 1.42 1.02 0.59  C3 1.087
13 H -1.27 -1.48 0.25  O6 1.007
14 H -1.44 0.47 2.38  O7 0.945

E_tot: -361.7094 hartree
Frontier orbital gap: 7.82 eV
Net charge: 0
Energy relative to the best compared isomer or geometry (same formula, charge and spin): 107.6 kcal per mole